Below is 9 unconnected molecules or ions with the total composition C47H80BClF9N10OS in a non-equilibrium geometry, with properties calculated with the ωB97M-V functional and the def2-TZVPD basis.

The HOMO energy comes out at -11.127 eV. The molecular weight is 1050.5 Da. The net charge is +1. The orbital gap comes out at 8.01 eV. Its total energy is -115470.572 eV. The value obtained for the energy above the lowest of the compared OMol25 structures with the same formula, charge and spin is 0.00 kcal/mol.

The geometry in XYZ format:
```
150
Properties=species:S:1:pos:R:3:forces:R:3:mulliken_charge:R:1
C 3.98767 -6.87440 -0.69931 -0.2 -0.1 0.2 -0.948
N 3.04624 -6.77511 -1.79947 -0.1 -0.2 0.2 -0.320
C 1.80154 -6.13736 -1.48293 0.7 -0.2 -0.1 -1.209
C 1.83649 -4.57945 -1.22101 -0.4 0.0 -0.4 2.696
Cl 3.32606 -3.83477 -1.90532 -0.1 -0.2 0.0 -0.110
C 0.61725 -3.91182 -1.93951 0.0 0.9 0.8 -3.131
C -0.47740 -3.15161 -1.10133 -0.5 -0.6 -0.8 0.868
C -1.83019 -3.88684 -1.27059 0.0 0.7 0.8 -1.191
C -3.06561 -3.08692 -0.82340 0.2 -0.2 -0.4 -0.863
C -3.25002 -1.73382 -1.51455 -0.1 0.2 1.1 0.103
S -4.60732 -0.83537 -0.63380 -0.3 0.1 -0.8 -0.171
C -0.14251 -2.94694 0.39221 -0.6 -0.6 -1.3 -0.199
C 0.66504 -1.67763 0.53808 -0.2 0.6 0.0 -0.078
F 1.54728 -1.56030 -0.44926 0.8 -0.2 -0.9 -0.258
F 1.40199 -1.62754 1.66616 0.0 -0.3 1.1 -0.436
C -0.19765 -0.38223 0.47071 0.1 -0.1 1.0 0.859
F -0.25562 0.06574 -0.75734 0.4 0.3 -1.5 -0.229
F -1.45672 -0.64212 0.81387 -1.0 -0.6 0.9 -0.232
C 0.26372 0.78267 1.38774 0.4 0.4 -0.9 0.298
F -0.56967 1.77116 1.11361 -0.9 0.9 -0.8 -0.283
F 0.07860 0.52140 2.65959 0.2 -1.0 1.4 -0.234
C 1.70275 1.35396 1.15968 -0.9 0.8 0.5 0.751
F 2.55049 0.88534 2.02513 1.1 -1.3 1.0 -0.254
F 2.14136 1.17963 -0.05190 0.4 -0.7 -1.4 -0.197
F 1.64377 2.64826 1.37549 -0.2 1.3 0.2 -0.254
N 0.54027 -4.19280 0.83950 0.5 -0.3 0.5 0.403
B 0.40898 -4.47340 2.36301 -0.4 -0.3 0.9 0.367
C -0.92322 -5.11154 2.89004 0.7 0.7 -1.1 -0.800
O 1.46870 -4.19264 3.14703 -0.3 0.7 -0.2 -0.480
C 1.92460 -4.35055 0.29980 0.2 -0.2 -0.5 -2.357
H 3.45647 -7.33468 0.13919 0.0 0.1 0.1 0.368
H 4.79351 -7.56085 -0.92985 0.2 0.0 -0.3 0.358
H 4.42083 -5.92389 -0.36959 0.1 0.0 0.0 0.267
H 3.46870 -6.42057 -2.64801 0.1 0.1 0.1 0.281
H 1.45626 -6.60610 -0.55146 -0.2 0.0 0.0 0.354
H 1.07804 -6.41889 -2.24585 0.0 0.4 -0.2 0.418
H 1.01420 -3.19097 -2.64243 0.2 0.1 -0.1 0.442
H 0.08698 -4.62922 -2.55327 0.1 -0.4 0.1 0.587
H -0.62409 -2.18336 -1.56710 0.2 0.2 0.1 0.434
H -1.96960 -4.12434 -2.31962 0.2 -0.3 -0.1 0.620
H -1.78321 -4.81026 -0.67496 -0.2 -0.3 -0.3 0.100
H -3.94387 -3.68564 -1.05870 -0.1 -0.1 0.1 0.449
H -3.09512 -2.96251 0.26040 0.1 0.1 0.1 0.460
H -3.49476 -1.81979 -2.57916 -0.3 0.1 0.4 0.540
H -2.38747 -1.07936 -1.45414 0.2 -0.1 0.0 -0.466
H -4.16725 -0.82495 0.64226 0.3 -0.2 -0.4 0.072
H -1.09550 -2.91695 0.91315 0.1 0.4 0.3 0.464
H -0.00372 -4.95662 0.41885 -0.1 0.2 -0.1 0.688
H -0.66093 -6.05374 3.36548 -0.2 -0.1 0.2 0.335
H -1.35027 -4.41896 3.61570 -0.1 -0.2 0.2 0.335
H -1.62351 -5.25266 2.06568 -0.3 -0.3 0.2 0.297
H 1.43462 -3.27482 3.46570 0.5 -0.3 0.2 0.348
H 2.58434 -3.53335 0.55826 -0.4 0.4 0.2 0.344
H 2.34184 -5.22458 0.78854 0.1 -0.2 0.0 0.843
C 0.86944 2.29589 5.31424 0.0 0.1 0.0 -1.007
C 2.07516 3.13978 4.91251 -0.3 -0.2 0.0 -0.110
C 3.09767 3.29314 6.04196 0.1 0.1 -0.4 -0.675
C 2.55201 4.02608 7.18243 0.1 -0.1 0.1 0.241
N 2.11308 4.58856 8.08200 0.0 0.0 -0.2 -0.447
H 0.31065 2.76397 6.12681 0.0 0.0 0.0 0.337
H 0.19045 2.18055 4.47087 0.0 0.0 0.0 0.236
H 1.17830 1.29933 5.63983 0.0 0.0 0.0 0.313
H 1.73548 4.12217 4.57961 0.1 0.0 0.0 0.322
H 2.57011 2.67057 4.06063 0.1 0.1 0.0 0.044
H 3.97381 3.82679 5.66942 0.0 0.0 0.1 0.380
H 3.44236 2.31116 6.37209 0.0 0.0 0.1 0.303
C -8.20058 -1.81076 -3.27171 0.0 0.0 0.0 -1.004
C -8.02445 -0.43137 -3.89644 -0.1 -0.2 0.2 -0.452
C -7.03169 -0.42454 -5.06394 -0.4 0.2 0.0 -0.460
C -5.67854 -0.75934 -4.63796 0.1 -0.1 -0.1 0.214
N -4.61912 -1.02941 -4.28734 -0.1 0.1 0.0 -0.484
H -7.26751 -2.17235 -2.83473 0.0 0.0 0.0 0.206
H -8.94516 -1.77364 -2.47638 0.0 0.0 0.0 0.332
H -8.53558 -2.53734 -4.01428 0.0 0.0 0.0 0.331
H -7.70382 0.27615 -3.12871 0.0 0.0 -0.1 0.286
H -8.99076 -0.08326 -4.26525 0.1 0.1 -0.1 0.321
H -7.01801 0.56594 -5.52271 0.1 0.0 0.0 0.326
H -7.34747 -1.12618 -5.83743 0.2 -0.1 0.0 0.321
C -0.60903 2.73459 9.49894 0.0 -0.1 0.0 -0.753
C -1.20919 1.48056 8.87242 0.2 0.3 0.0 -0.239
C -2.49583 1.01832 9.56304 0.1 -0.1 -0.3 -0.577
C -2.26202 0.60062 10.94436 -0.1 0.1 0.1 0.209
N -2.07772 0.27654 12.03002 0.1 0.0 -0.1 -0.402
H -0.31151 2.56049 10.53426 -0.1 0.0 0.0 0.428
H 0.27743 3.04649 8.94875 0.0 0.1 0.0 -0.053
H -1.32310 3.56008 9.48190 0.0 0.0 0.0 0.303
H -0.46956 0.67647 8.88827 -0.1 -0.1 0.0 0.310
H -1.43533 1.68413 7.82256 -0.1 -0.1 0.0 0.156
H -2.92164 0.17698 9.01263 -0.1 0.0 0.1 0.339
H -3.23925 1.81723 9.54390 0.0 0.0 0.1 0.303
C 2.99974 4.52372 11.38853 -0.1 0.0 0.0 -0.815
C 4.20651 5.37478 11.01550 -0.2 -0.2 -0.1 -0.352
C 5.21756 5.51826 12.15755 0.1 0.1 -0.4 -0.530
C 4.66197 6.23832 13.30232 0.1 -0.1 0.1 0.233
N 4.22147 6.79812 14.20259 0.0 0.0 -0.1 -0.410
H 2.42728 4.97661 12.20001 0.1 0.0 0.0 0.376
H 2.33625 4.42038 10.53254 0.0 0.0 0.0 0.050
H 3.30696 3.52336 11.70354 0.0 0.0 0.0 0.307
H 3.86818 6.36058 10.69114 0.1 0.0 0.0 0.304
H 4.71193 4.91650 10.16237 0.1 0.1 0.0 0.253
H 6.09553 6.05883 11.79875 0.0 0.0 0.1 0.316
H 5.56204 4.53368 12.47955 -0.1 0.0 0.1 0.289
C -0.53347 2.38979 -2.92432 0.0 0.0 -0.1 -0.606
C 0.79454 3.01346 -3.33566 -0.2 -0.1 0.3 -0.557
C 0.72002 3.71956 -4.69067 0.3 0.0 0.2 0.266
C 0.44489 2.78887 -5.78575 -0.1 0.1 -0.1 0.246
N 0.21829 2.05691 -6.64131 0.0 0.0 0.1 -0.473
H -0.84048 1.60983 -3.62522 0.0 0.0 0.0 0.326
H -0.44963 1.93753 -1.94128 0.0 0.1 0.0 -0.232
H -1.32258 3.14248 -2.88144 0.0 0.0 0.0 0.358
H 1.56961 2.24325 -3.35816 0.0 0.1 -0.1 0.335
H 1.09304 3.74261 -2.58005 0.0 0.1 -0.1 0.405
H 1.66846 4.22346 -4.88773 0.0 0.0 -0.1 0.420
H -0.04928 4.49001 -4.66244 -0.1 -0.1 -0.1 -0.579
C 5.68947 -2.63590 -6.13174 0.0 0.0 0.0 -1.059
C 6.57591 -3.83797 -6.43795 -0.1 0.3 0.0 -0.438
C 5.96232 -5.16634 -5.98392 0.3 0.0 -0.3 -0.396
C 5.81480 -5.23910 -4.53138 -0.1 -0.1 0.0 0.251
N 5.69474 -5.29236 -3.39007 0.0 -0.1 -0.1 -0.415
H 5.54249 -2.51233 -5.05689 0.0 0.0 0.0 0.275
H 6.14745 -1.72226 -6.50966 0.0 0.0 0.0 0.334
H 4.70954 -2.74102 -6.60193 0.0 0.0 0.0 0.299
H 7.55152 -3.69907 -5.96890 0.0 -0.1 0.0 0.309
H 6.74563 -3.88783 -7.51463 0.0 -0.1 0.0 0.310
H 6.59832 -5.99069 -6.31115 0.0 -0.1 0.1 0.300
H 4.98885 -5.31122 -6.45627 -0.1 0.0 0.1 0.273
C -2.57918 -0.29025 -8.94379 0.0 0.0 0.0 -1.143
C -2.07090 -1.42254 -8.06009 0.0 0.3 -0.1 -0.341
C -2.91712 -2.69697 -8.16577 0.4 0.1 0.1 -0.470
C -4.27878 -2.49678 -7.67484 -0.1 -0.1 -0.1 0.306
N -5.34940 -2.33594 -7.29429 0.0 0.0 0.0 -0.438
H -3.58109 0.02632 -8.64849 0.0 0.0 0.0 0.327
H -1.92092 0.57456 -8.86267 0.0 0.0 0.0 0.311
H -2.61110 -0.59454 -9.99198 0.0 0.0 0.0 0.316
H -2.03618 -1.08404 -7.02249 0.0 -0.1 0.0 0.244
H -1.04653 -1.66446 -8.35026 0.0 -0.1 0.0 0.297
H -2.44900 -3.49134 -7.58120 -0.1 0.0 0.0 0.272
H -2.95037 -3.04349 -9.20031 -0.1 0.0 0.0 0.296
C -2.91854 8.83202 -4.99110 0.0 0.0 0.0 -1.164
C -1.53546 8.46557 -5.51713 -0.3 0.2 0.0 -0.570
C -1.17505 6.99533 -5.28147 0.1 0.2 -0.2 -0.382
C -1.07260 6.67120 -3.85804 -0.1 0.0 0.0 0.370
N -1.00066 6.42249 -2.73887 0.1 0.0 0.0 -0.512
H -2.97902 8.70930 -3.90845 0.0 0.0 0.0 0.352
H -3.14547 9.87314 -5.21886 0.0 0.0 0.0 0.344
H -3.69002 8.21058 -5.44987 0.0 0.0 0.0 0.301
H -0.78726 9.11098 -5.05341 0.1 -0.1 0.0 0.314
H -1.50133 8.66014 -6.59050 0.1 -0.1 0.0 0.337
H -0.21773 6.77667 -5.75966 0.0 -0.1 0.1 0.358
H -1.91860 6.34692 -5.74988 0.0 0.0 0.1 0.353
```
Forces are in eV/Å.